CHBr3 as an isolated structure at a distorted geometry, computed with ωB97M-V/def2-TZVPD.

Computed properties:
- energy (eV) = -211179.9969
- energy relative to the best compared isomer or geometry (same formula, charge and spin) (eV) = 0.249
- net charge = 0
- HOMO (Ha) = -0.3740
- orbital gap (hartree) = 0.3654
- spin multiplicity = 1

Last column: Löwdin charge in e.
Element x y z (Å)
C 21.89 25.56 -13.39  -1.544
Br 21.14 24.43 -11.92  0.498
Br 21.40 25.15 -15.21  0.561
Br 23.80 25.19 -13.23  0.503
H 21.62 26.61 -13.22  -0.017